Entry 1:
{
  "formula": "C4H7F2N",
  "method": "ωB97M-V/def2-TZVPD",
  "homo_lumo_gap_ev": [7.8, 6.2],
  "total_energy_ha": -410.95847,
  "relative_energy_kj_mol": 303.8,
  "mol_weight_g_mol": 107.103,
  "elements": ["C", "C", "C", "H", "N", "F", "H", "H", "H", "F", "C", "H", "H", "H"],
  "xyz": [[-0.83, 0.93, 0.47], [1.03, 0.03, -1.02], [2.55, -0.05, -0.43], [-1.45, 0.63, 1.38], [-0.20, -1.38, 0.42], [2.82, 1.10, 0.30], [-0.95, -1.45, 1.04], [-1.59, 1.34, -0.30], [0.94, -0.65, -1.77], [2.72, -1.13, 0.45], [-0.01, -0.21, -0.08], [0.81, 0.95, -1.37], [-0.13, 1.77, 0.85], [0.35, -2.22, -0.02]]
}

Entry 2:
{
  "formula": "C6H7BrO3S",
  "method": "ωB97M-V/def2-TZVPD",
  "homo_lumo_gap_ev": [6.7, 5.5],
  "spin_multiplicity": 3,
  "total_energy_ha": -3430.51709,
  "mol_weight_g_mol": 239.090,
  "elements": ["O", "H", "H", "H", "C", "S", "O", "H", "C", "H", "C", "C", "H", "C", "C", "Br", "H", "O"],
  "xyz": [[-1.17, -0.67, -0.81], [-0.53, -1.33, -3.35], [1.22, -0.98, -3.77], [-1.19, 0.74, -0.26], [0.13, 1.22, 1.04], [-0.13, -1.60, 1.97], [-0.67, 1.57, 0.02], [-0.16, 0.37, -3.11], [0.64, -0.82, 0.59], [1.78, -1.04, 0.61], [-0.43, 1.07, 2.33], [-0.72, -0.13, 2.84], [-0.68, 2.08, 2.89], [0.33, -0.64, -3.12], [0.06, -0.90, -0.70], [1.94, 2.09, 0.92], [-1.26, -0.26, 3.72], [0.83, -0.78, -1.81]]
}

Entry 3:
{
  "formula": "C10H17N",
  "method": "ωB97M-V/def2-TZVPD",
  "homo_lumo_gap_ev": 9.9,
  "total_energy_ha": -445.87455,
  "smiles": "CC(C)(C)C.c1ccncc1",
  "relative_energy_kj_mol": 400.9,
  "mol_weight_g_mol": 151.253,
  "elements": ["C", "H", "H", "H", "N", "C", "C", "H", "H", "C", "C", "H", "H", "H", "C", "H", "H", "H", "C", "H", "C", "C", "C", "H", "H", "H", "H", "H"],
  "xyz": [[-2.63, -1.23, -0.56], [1.96, -0.89, 1.91], [-2.82, 2.30, 0.45], [3.83, -0.89, -0.31], [-1.82, -0.40, -1.23], [2.21, 0.08, 1.44], [0.37, -0.33, -0.01], [3.43, 1.62, -0.36], [-0.01, -0.94, 0.90], [-3.70, -0.91, 0.29], [-3.88, 0.41, 0.58], [-4.55, 0.70, 1.40], [1.59, 2.00, -0.63], [2.49, 1.24, -1.98], [2.43, 1.23, -0.87], [-4.22, -1.66, 0.73], [-1.27, 1.60, -1.33], [3.26, 0.50, 1.72], [-2.03, 0.93, -0.86], [1.53, 0.80, 2.10], [2.68, -1.24, -0.51], [-2.95, 1.32, 0.05], [1.90, 0.00, -0.07], [-0.02, -0.90, -0.98], [-0.24, 0.60, 0.09], [-2.47, -2.31, -0.57], [2.50, -1.54, -1.51], [2.43, -2.09, 0.11]]
}

Entry 4:
{
  "formula": "C6H24N12O6Tl",
  "method": "ωB97M-V/def2-TZVPD",
  "homo_lumo_gap_ev": 3.3,
  "total_energy_ha": -1523.01462,
  "charge": 3,
  "relative_energy_kj_mol": 838.1,
  "mol_weight_g_mol": 564.719,
  "elements": ["Tl", "N", "H", "N", "H", "H", "H", "H", "C", "H", "N", "O", "N", "C", "N", "H", "H", "C", "N", "H", "H", "N", "H", "O", "H", "N", "H", "H", "H", "N", "O", "N", "O", "H", "H", "C", "C", "H", "H", "O", "H", "O", "C", "H", "N", "N", "H", "H", "H"],
  "xyz": [[0.80, 0.13, -0.16], [-4.30, 0.06, -0.56], [-0.32, -1.93, -3.84], [1.71, -4.78, 1.03], [2.13, 5.25, 2.30], [-2.86, 2.70, -0.73], [-5.22, 0.40, -0.77], [1.55, -5.23, 1.91], [-1.47, -2.46, -2.24], [4.30, 0.20, 2.58], [2.06, 0.09, 4.67], [-2.08, 0.46, -0.33], [-3.59, 2.02, -0.56], [2.18, 3.38, 2.06], [-0.16, 1.17, -4.89], [-2.76, -3.85, -2.69], [0.23, 0.26, -5.08], [-0.63, 1.53, -3.77], [1.82, 4.52, 1.68], [2.61, -4.73, 0.59], [3.20, 2.54, 3.46], [2.94, 3.45, 3.11], [2.59, 0.57, 5.38], [-0.90, -1.89, -1.34], [-0.37, -4.76, 1.94], [-1.05, 2.74, -3.87], [-1.47, 3.08, -3.02], [3.24, 4.31, 3.54], [-1.14, 3.28, -4.72], [3.85, 0.28, 3.47], [-0.50, 0.97, -2.71], [-0.14, -3.87, 1.52], [1.81, 2.34, 1.54], [-4.56, 2.31, -0.57], [1.17, 4.51, 0.90], [0.98, -3.74, 0.88], [-3.24, 0.78, -0.48], [4.30, 0.49, 4.35], [-3.07, -2.89, -1.20], [1.30, -2.67, 0.31], [-0.35, 1.82, -5.64], [1.99, -0.38, 2.49], [2.62, -0.06, 3.49], [-1.75, -2.91, -4.20], [-2.57, -3.09, -2.06], [-1.17, -2.38, -3.56], [-4.12, -0.94, -0.50], [1.07, -0.06, 4.78], [-0.66, -3.00, 1.51]]
}

Entry 5:
{
  "formula": "C54H41AlBN2O4",
  "method": "ωB97M-V/def2-TZVPD",
  "homo_lumo_gap_ev": 7.8,
  "total_energy_ha": -2760.47733,
  "charge": -1,
  "relative_energy_kj_mol": 0.0,
  "mol_weight_g_mol": 819.726,
  "elements": ["H", "H", "H", "H", "H", "C", "H", "H", "C", "C", "H", "H", "H", "H", "C", "H", "C", "C", "C", "H", "C", "C", "C", "H", "C", "C", "H", "C", "C", "C", "H", "C", "O", "H", "H", "C", "H", "N", "H", "H", "C", "C", "C", "C", "C", "H", "O", "C", "O", "C", "C", "H", "C", "C", "H", "C", "H", "H", "C", "C", "B", "H", "C", "C", "C", "C", "H", "H", "H", "H", "N", "C", "C", "H", "H", "Al", "H", "C", "C", "C", "C", "C", "C", "H", "O", "C", "C", "H", "H", "C", "C", "C", "C", "H", "C", "H", "C", "C", "C", "H", "C", "C", "H"],
  "xyz": [[1.14, 2.09, -6.21], [5.63, -1.31, -0.91], [-2.26, -7.00, 1.26], [3.69, 3.82, 3.25], [4.14, 0.54, -1.02], [-2.42, -6.14, -0.69], [-3.22, 2.16, 1.65], [-2.79, 0.33, -5.14], [4.57, -4.47, -1.49], [3.08, -1.47, 4.62], [-6.46, -1.08, -2.40], [6.38, -3.41, -1.93], [1.90, -3.12, 0.10], [3.06, -1.63, 5.69], [4.28, -1.50, 3.93], [-5.41, 2.43, 0.57], [1.90, -1.25, 3.92], [5.40, -3.36, -1.48], [-5.61, -0.94, -1.74], [-1.63, 5.42, 4.14], [3.32, 3.34, 2.35], [-0.73, 2.48, 0.60], [-5.72, -1.19, -0.40], [3.02, 1.89, -4.60], [-3.42, 3.32, -2.01], [2.02, 1.59, -4.31], [4.91, -5.39, -1.94], [0.51, 0.69, -2.60], [0.97, 1.69, -5.21], [3.13, -1.06, 1.86], [-2.56, -0.39, 0.60], [-0.80, 2.84, 2.09], [1.87, -0.60, -0.13], [-4.72, -1.22, 1.51], [-2.91, -7.02, -1.11], [3.14, -0.80, 0.33], [0.11, 1.63, 5.12], [-2.08, 0.13, -1.87], [5.21, -1.69, 4.46], [-5.55, 3.17, -1.80], [-0.53, 0.79, -3.55], [-2.18, 3.17, -1.40], [1.93, -1.05, 2.55], [-1.28, 4.09, 2.50], [-3.42, -0.57, -0.03], [-1.11, 1.40, -5.54], [-0.40, 1.14, 0.47], [-4.59, 3.06, -1.31], [-0.62, -2.75, 0.69], [2.15, 3.79, 1.75], [1.78, 1.10, -3.04], [-3.46, 3.63, -3.05], [4.97, -2.17, -0.90], [3.71, -2.07, -0.33], [0.46, 3.18, -1.09], [3.31, -4.38, -0.91], [-2.46, -5.03, -2.56], [-1.67, 4.78, 1.77], [-1.20, -3.94, 0.40], [2.88, -3.20, -0.34], [-0.60, -1.97, -0.50], [-6.66, -1.54, 0.01], [-4.38, -0.49, -2.27], [-4.51, 2.65, 0.01], [-1.25, 4.45, 3.84], [-0.76, 3.57, 4.79], [1.58, 4.61, 2.17], [-1.14, -5.00, 2.26], [0.06, 4.45, 0.10], [1.01, -0.89, 2.00], [2.37, 2.12, 0.06], [4.30, -1.30, 2.56], [-2.06, -6.13, 0.65], [2.60, 1.04, -2.34], [2.65, -5.24, -0.92], [0.29, -0.02, -0.71], [5.05, 0.25, 0.47], [-0.30, 1.30, -4.83], [-2.18, -5.04, -1.52], [0.37, 3.40, -0.02], [-1.57, -3.95, -0.94], [1.70, 3.13, 0.61], [-1.89, 0.35, -3.15], [0.06, 1.01, 2.72], [-1.22, -2.76, -1.51], [-1.43, -5.02, 1.22], [-4.17, -0.24, -3.65], [-0.73, 3.85, 5.84], [5.25, -1.35, 2.03], [3.46, 1.66, 0.66], [-0.29, 2.33, 4.39], [-0.32, 1.97, 3.05], [-2.95, 0.17, -4.09], [4.86, 1.83, 2.29], [-3.28, -0.30, -1.42], [-4.99, -0.39, -4.35], [3.97, 2.24, 1.82], [-2.09, 2.76, -0.07], [4.05, 0.42, 0.06], [0.95, -1.24, 4.45], [-3.27, 2.50, 0.62], [-4.61, -1.01, 0.46], [-1.29, 3.34, -1.98]]
}

Entry 6:
{
  "formula": "C21H68N2O13",
  "method": "ωB97M-V/def2-TZVPD",
  "homo_lumo_gap_ev": 9.5,
  "total_energy_ha": -1928.28663,
  "relative_energy_kj_mol": 59.5,
  "mol_weight_g_mol": 556.776,
  "elements": ["H", "H", "C", "H", "H", "H", "H", "H", "H", "H", "H", "C", "O", "H", "H", "H", "H", "H", "C", "H", "H", "H", "H", "H", "H", "C", "H", "H", "C", "H", "O", "H", "H", "H", "H", "O", "H", "N", "H", "H", "H", "O", "C", "H", "C", "H", "H", "H", "H", "H", "C", "H", "C", "H", "H", "H", "H", "C", "C", "C", "C", "O", "O", "H", "H", "O", "H", "H", "N", "H", "O", "H", "O", "C", "H", "O", "C", "O", "H", "H", "H", "C", "H", "C", "H", "O", "H", "H", "H", "H", "C", "H", "C", "H", "C", "C", "H", "H", "H", "H", "H", "H", "H", "O"],
  "xyz": [[-4.59, 2.14, -3.24], [-0.53, 2.51, -2.02], [4.32, -0.33, 0.91], [-0.44, 5.09, -1.08], [1.99, 0.32, -3.80], [-5.11, 0.51, -0.98], [3.44, -2.22, 0.25], [0.75, 4.01, 3.18], [1.03, -0.15, 1.25], [-0.65, 0.87, -4.49], [-0.74, -0.08, 3.70], [1.99, -1.25, -2.23], [0.48, 3.13, 3.44], [1.18, -3.22, -0.34], [2.46, -5.85, -1.43], [-1.35, 3.89, 3.30], [1.32, -1.95, -2.72], [-1.84, 1.33, -3.34], [0.82, 0.67, 0.52], [-0.19, 3.51, 0.01], [0.71, 0.47, -2.67], [0.40, 1.55, 4.79], [-1.47, -0.36, -3.65], [1.81, 4.20, -1.99], [0.90, 4.72, 0.23], [1.19, -4.18, -0.82], [-3.09, 4.34, -2.20], [3.36, -2.58, -1.96], [-1.07, -2.38, 2.02], [3.79, 2.64, 1.78], [2.00, -1.25, 4.24], [2.32, 3.15, 0.90], [2.34, 0.91, -2.23], [-1.32, 2.07, 3.55], [-2.90, -0.28, -4.99], [3.29, -1.72, -2.40], [-0.05, -0.09, 5.38], [0.52, 0.55, 4.78], [-1.24, -0.01, 0.68], [3.02, 0.52, 3.03], [-5.18, 3.39, -2.03], [0.08, 3.02, -2.53], [-0.51, 0.21, -0.10], [2.77, 3.89, 2.43], [-1.81, -3.13, -1.73], [-0.99, -2.88, -1.08], [1.99, 1.90, 3.62], [-1.57, -2.08, 4.07], [-3.28, -0.75, 1.10], [-0.47, -0.76, -0.63], [-4.06, -0.03, 0.79], [-2.93, -1.75, 2.99], [3.66, -1.72, 1.17], [-3.82, 2.31, -1.69], [2.77, -1.59, 1.69], [-2.08, -2.21, -2.24], [0.60, 1.60, 1.08], [-0.88, 2.98, 3.02], [-1.60, 0.62, -4.11], [-4.32, -0.17, -0.65], [0.98, 3.55, -1.64], [-3.11, -0.23, -1.49], [-2.46, 0.52, -5.21], [4.40, -2.33, 1.68], [-4.97, -0.19, 1.28], [-4.07, -3.83, -1.30], [0.01, -2.32, 2.12], [5.48, 0.72, 2.24], [2.32, 0.97, 3.66], [-3.90, -4.35, -2.07], [3.72, 4.46, 0.65], [-3.60, 0.86, 1.13], [-3.31, 3.74, -2.93], [2.50, -4.97, -0.79], [0.42, -4.73, -0.25], [-1.38, -0.30, 3.03], [1.58, 0.04, 4.23], [-1.13, 1.18, -0.90], [1.50, 2.76, -1.14], [-3.36, -0.69, -2.28], [0.89, -4.11, -1.88], [0.25, 4.28, -0.57], [-1.35, -3.42, 2.09], [1.75, 0.20, -2.75], [-1.18, -1.95, 1.02], [3.59, -4.19, -1.41], [1.55, 0.89, -0.15], [-4.74, -1.16, -0.77], [-1.97, 0.79, -1.17], [5.26, -0.36, 0.31], [-2.86, -3.59, -0.71], [4.37, -4.75, -1.53], [-4.31, 2.83, -2.41], [2.71, -5.26, 0.20], [-1.84, -1.64, 3.11], [3.13, 3.49, 1.47], [-3.06, -2.81, 0.03], [4.06, 3.95, -0.13], [-0.93, 2.80, 1.93], [-2.66, -4.42, -0.04], [-1.49, -3.86, -2.44], [3.73, 0.33, 0.29], [1.72, -1.28, -1.18], [4.56, 0.27, 2.19]]
}